Entry 1:
Here is a 4-piece molecular cluster, C32H44F3N2O14 overall at a distorted geometry from the Open Molecules 2025 dataset. Energies are from wB97M-V/def2-TZVPD.

```
! wB97M-V def2-TZVPD RIJCOSX def2/J DEFGRID3
* xyz 1 1
C 6.570 0.171 0.967
C 5.800 1.591 1.299
C 4.229 1.503 0.736
O 3.486 0.591 1.621
C 2.483 -0.203 0.895
C 1.118 0.610 0.483
C 0.744 0.655 -1.131
C 1.603 -0.077 -2.325
O 2.773 0.417 -2.811
O 1.026 -1.309 -2.905
C 1.565 -2.520 -2.213
C 0.403 -3.462 -1.539
O -0.195 -4.369 -2.352
O -0.093 -3.391 -0.156
C 0.784 -4.096 0.792
C 1.404 -5.604 0.619
O 1.076 -3.454 1.952
C -0.612 1.469 -1.563
N -1.133 1.608 -3.002
C -1.489 2.189 -0.380
N -1.143 2.135 1.123
C -2.118 2.839 2.044
C -2.318 4.458 1.675
O -1.369 5.374 1.970
C 0.105 1.371 1.575
C 0.497 1.252 3.174
C -0.083 -0.238 3.662
O -0.186 -0.351 5.140
C -1.536 0.115 5.509
C -1.334 1.010 6.905
F -1.831 0.166 8.016
F -2.064 2.287 6.719
F 0.124 1.337 6.991
H 6.164 -0.618 1.756
H 7.747 0.268 1.018
H 6.255 -0.212 -0.116
H 6.389 2.481 0.813
H 5.859 1.738 2.463
H 4.200 1.199 -0.395
H 3.785 2.594 0.917
H 2.151 -1.102 1.603
H 3.034 -0.705 -0.014
H 2.052 -3.172 -3.086
H 2.464 -2.264 -1.486
H 0.635 -6.382 1.065
H 1.751 -5.876 -0.466
H 2.356 -5.658 1.326
H -1.722 0.738 -3.164
H -1.864 2.379 -2.936
H -2.451 2.794 -0.708
H -3.186 2.355 1.821
H -1.928 2.674 3.187
H -3.343 4.826 1.184
H 0.083 2.137 3.835
H 1.658 1.207 3.380
H 0.582 -1.106 3.184
H -1.141 -0.346 3.125
H -2.033 0.843 4.737
H -2.248 -0.807 5.655
O 0.958 -8.658 3.086
C -0.199 -8.460 3.417
O -1.223 -9.336 3.197
C -2.449 -8.736 3.614
C -2.054 -7.666 4.598
C -0.713 -7.217 4.077
H -2.954 -8.325 2.733
H -3.094 -9.493 4.070
H -2.788 -6.858 4.673
H -1.932 -8.106 5.595
H -0.811 -6.428 3.326
H -0.053 -6.899 4.888
O 1.444 4.821 -7.355
C 1.231 3.721 -6.871
O 0.003 3.128 -6.817
C 0.105 1.905 -6.091
C 1.558 1.514 -6.171
C 2.257 2.849 -6.212
H -0.221 2.082 -5.060
H -0.546 1.151 -6.544
H 1.879 0.877 -5.343
H 1.745 0.973 -7.107
H 2.460 3.233 -5.208
H 3.174 2.804 -6.803
O -4.086 5.393 -1.056
C -4.144 5.262 -2.267
O -3.332 4.438 -2.992
C -3.603 4.617 -4.382
C -4.994 5.192 -4.445
C -5.072 6.007 -3.179
H -2.853 5.297 -4.799
H -3.535 3.655 -4.897
H -5.178 5.773 -5.352
H -5.732 4.381 -4.406
H -4.693 7.022 -3.324
H -6.088 6.026 -2.777
*
```

Values from the calculation:
LUMO level (Ha): -0.19052
E (eV): -73669.47993
Kohn-Sham gap (eV): 6.648



Entry 2:
Here is C32H45BF4GeN7O3SSi3Ti as an isolated structure at a distorted geometry from the Open Molecules 2025 dataset. Energies are from wB97M-V/def2-TZVPD.

```
! wB97M-V def2-TZVPD RIJCOSX def2/J DEFGRID3
* xyz -1 1
Ti 0.325 0.217 0.510
O -2.855 -2.306 0.402
C -2.324 -1.396 -0.207
N -1.706 -0.314 0.420
C -2.366 0.043 1.635
C -3.753 0.034 1.760
C -4.346 0.463 2.933
C -3.557 0.921 3.981
C -2.175 0.932 3.870
C -1.574 0.472 2.697
N -0.193 0.286 2.460
C 0.661 0.068 3.514
O 0.474 0.331 4.681
C 1.867 -0.735 3.116
C 2.909 -0.926 4.002
C 3.938 -1.766 3.624
C 3.865 -2.404 2.394
C 2.780 -2.159 1.577
N 1.797 -1.325 1.923
C -2.465 -1.444 -1.719
C -3.141 -2.530 -2.270
C -3.454 -2.505 -3.617
C -3.088 -1.398 -4.367
C -2.394 -0.382 -3.733
N -2.077 -0.403 -2.442
H -4.363 -0.290 0.928
H -5.426 0.449 3.027
H -4.019 1.277 4.894
H -1.559 1.279 4.680
H 2.890 -0.391 4.940
H 4.788 -1.921 4.276
H 4.642 -3.079 2.057
H 2.683 -2.641 0.615
H -3.414 -3.351 -1.622
H -3.993 -3.328 -4.073
H -3.333 -1.320 -5.418
H -2.084 0.505 -4.280
C 2.560 1.372 -3.696
Si 0.705 1.698 -3.557
C 0.072 0.347 -4.748
C 0.376 3.285 -4.520
Ge -0.098 2.051 -1.282
Si 1.213 4.091 -0.878
C 0.774 4.745 0.839
C 0.990 5.593 -2.032
C 3.073 3.821 -1.017
Si -2.306 3.086 -1.247
C -3.843 2.256 -1.962
C -2.398 4.826 -1.978
C -2.658 3.340 0.584
H 2.869 1.534 -4.734
H 2.786 0.328 -3.450
H 3.169 2.014 -3.054
H 0.902 0.083 -5.414
H -0.755 0.712 -5.368
H -0.264 -0.570 -4.254
H 0.714 3.172 -5.557
H 0.889 4.142 -4.078
H -0.698 3.513 -4.530
H 0.124 5.625 0.773
H 1.689 5.021 1.371
H 0.271 3.990 1.445
H 0.055 5.608 -2.591
H 1.810 5.639 -2.756
H 1.030 6.504 -1.423
H 3.391 2.861 -0.611
H 3.593 4.594 -0.442
H 3.394 3.892 -2.060
H -3.817 2.209 -3.058
H -4.717 2.848 -1.670
H -3.975 1.236 -1.585
H -2.035 4.870 -3.012
H -1.806 5.528 -1.383
H -3.441 5.164 -1.970
H -2.538 2.409 1.140
H -3.678 3.702 0.761
H -1.958 4.068 1.006
O 3.917 -1.229 -0.983
S 3.358 0.096 -0.748
N 1.902 0.172 -0.477
F 3.563 3.356 1.822
B 3.062 2.121 2.231
F 2.835 2.081 3.610
F 3.926 1.067 1.834
F 1.762 1.906 1.569
N -0.290 -3.346 1.173
C -0.087 -3.243 -0.170
C -0.325 -4.347 -1.009
C -0.065 -4.236 -2.350
C 0.438 -3.038 -2.860
C 0.625 -2.002 -1.981
N 0.362 -2.075 -0.663
H -1.012 -3.980 1.466
H -0.253 -2.478 1.682
H -0.714 -5.261 -0.577
H -0.250 -5.076 -3.010
H 0.662 -2.915 -3.912
H 1.001 -1.046 -2.322
*
```

Values from the calculation:
LUMO level (Ha): 0.06672
E (eV): -176147.23182
Kohn-Sham gap (eV): 7.074



Entry 3:
Here is C32H45CaN2OPS as an isolated structure at a distorted geometry from the Open Molecules 2025 dataset. Energies are from wB97M-V/def2-TZVPD.

```
! wB97M-V def2-TZVPD RIJCOSX def2/J DEFGRID3
* xyz 0 1
Ca -0.938 -0.126 0.988
C -0.681 -5.242 -0.100
C -1.161 -3.772 -0.051
C -2.653 -3.714 -0.337
C -0.779 -3.198 1.285
C -1.721 -3.149 2.260
C -1.415 -2.551 3.530
C -0.191 -1.990 3.745
C 0.032 -1.107 4.971
C 0.818 -2.120 2.794
C 0.510 -2.690 1.515
H -1.218 -5.664 -0.928
H -0.907 -5.823 0.786
H 0.374 -5.282 -0.215
H -0.704 -3.213 -0.840
H -3.363 -4.477 0.088
H -2.788 -3.895 -1.394
H -3.025 -2.698 -0.199
H -2.742 -3.539 2.243
H -2.253 -2.392 4.273
H 0.589 -0.298 4.534
H 0.679 -1.501 5.786
H -0.996 -0.695 5.318
H 1.718 -1.652 2.999
H 1.222 -2.739 0.704
C -2.678 2.003 -0.796
C -2.555 1.241 -2.205
C -2.453 2.172 -3.409
P -1.121 0.132 -1.908
C -1.076 -1.191 -3.230
C 0.288 -1.822 -3.198
C -1.474 -0.701 -4.656
C 0.335 1.112 -2.255
C 0.784 1.758 -3.472
C 1.838 2.580 -3.678
C 2.120 3.324 -5.028
C 2.589 2.845 -2.535
C 2.268 2.373 -1.325
C 1.076 1.580 -1.118
N 0.649 1.300 0.163
C 1.378 1.549 1.302
C 2.415 0.638 1.686
C 2.811 -0.382 0.690
C 3.042 0.733 2.929
C 2.560 1.574 3.936
C 3.080 1.513 5.295
C 1.529 2.455 3.569
C 1.029 2.532 2.250
C 0.017 3.556 1.843
H -3.312 2.906 -0.801
H -1.659 2.273 -0.450
H -3.111 1.293 -0.051
H -3.434 0.580 -2.347
H -1.850 3.041 -3.229
H -3.472 2.632 -3.590
H -2.130 1.699 -4.300
H -1.732 -1.983 -2.960
H 1.006 -1.144 -3.743
H 0.344 -2.817 -3.654
H 0.658 -1.885 -2.126
H -1.078 0.275 -4.852
H -2.550 -0.688 -4.683
H -1.088 -1.413 -5.435
H 0.198 1.512 -4.343
H 1.862 4.358 -4.912
H 1.513 2.951 -5.850
H 3.093 3.118 -5.400
H 3.469 3.463 -2.753
H 2.884 2.573 -0.479
H 3.235 -1.295 1.092
H 3.560 -0.029 0.026
H 1.957 -0.589 0.026
H 3.821 0.048 3.150
H 2.562 0.738 5.862
H 3.073 2.512 5.790
H 4.106 1.214 5.364
H 1.223 3.215 4.268
H -1.012 3.243 1.724
H 0.292 4.039 0.824
H -0.082 4.323 2.558
O -3.467 -0.773 1.353
S -3.507 0.369 2.395
N -2.226 0.898 2.923
*
```

Values from the calculation:
LUMO level (Ha): 0.01759
E (eV): -77505.62149
Kohn-Sham gap (eV): 7.422